# C21H44ClN8O11S2

A cluster of 6 separate species, C21H44ClN8O11S2 in total (ωB97M-V/def2-TZVPD, OMol25).

```
87
Properties=species:S:1:pos:R:3:forces:R:3
C -3.933 0.297 -4.732 0.0657 -0.3217 0.2034
C -3.712 0.335 -3.220 -0.2385 -0.2676 -0.2868
C -2.862 -0.853 -2.752 -0.0196 -0.0902 0.1694
C -1.971 -0.485 -1.592 -0.3030 0.1693 0.2857
O -1.215 -1.650 -1.152 -0.1250 -0.1042 -0.4577
C 0.089 -1.558 -1.036 -0.2717 0.1984 -0.0406
C 0.864 -1.853 0.016 -0.0207 -0.1324 0.5874
N 2.181 -1.673 -0.356 0.2039 -0.1540 0.4548
C 3.344 -1.894 0.521 0.4985 -0.1199 -0.0882
C 3.175 -3.058 1.488 -0.5823 -0.2010 -0.1130
C 2.257 -2.863 2.708 0.4087 -0.2475 0.2292
S 2.240 -1.143 3.255 -0.0738 0.4720 -0.0685
C 0.694 -1.229 4.184 0.0628 -0.0435 -0.0221
S 0.530 -2.371 5.328 -0.2375 -0.0658 -0.1472
N -0.239 -0.303 3.775 0.0618 -0.1355 1.2493
C -1.581 -0.480 4.357 -0.4389 0.2173 -0.3364
C -2.313 -1.709 3.823 0.2065 0.1380 -0.1396
C 0.225 1.106 3.918 0.1200 0.0718 -1.0558
C 0.222 1.831 2.582 -0.1462 0.0471 0.0757
C 2.244 -1.250 -1.604 0.0564 -0.0119 -0.2813
C 3.422 -0.887 -2.421 0.0263 0.1604 0.0463
N 0.973 -1.188 -2.044 -0.1041 0.1759 -0.3985
Cl 0.551 -0.768 -3.608 0.0237 0.0052 -0.1034
H -4.345 -0.677 -5.003 -0.0508 0.0260 -0.0710
H -2.989 0.397 -5.269 -0.0182 0.1631 -0.0817
H -4.637 1.056 -5.062 0.0841 0.1166 -0.0623
H -4.694 0.255 -2.752 0.0558 0.2364 0.1995
H -3.270 1.287 -2.919 0.0294 0.0420 0.0128
H -3.518 -1.656 -2.412 0.0338 -0.0859 -0.1041
H -2.265 -1.266 -3.567 0.0478 0.1066 -0.0320
H -1.303 0.349 -1.814 0.1458 -0.0778 -0.0974
H -2.576 -0.189 -0.733 0.0311 0.0147 0.0371
H 0.527 -2.159 0.986 0.1999 0.0416 0.1152
H 3.579 -0.955 1.017 -0.0957 0.0187 0.1188
H 4.184 -2.134 -0.130 -0.0756 0.0119 -0.0311
H 2.764 -3.901 0.924 0.1611 -0.0724 -0.0382
H 4.165 -3.373 1.810 0.0861 0.1950 0.0382
H 1.238 -3.197 2.525 -0.0319 0.1038 -0.1105
H 2.614 -3.487 3.525 0.0046 -0.0006 -0.0123
H -2.135 0.406 4.050 0.0306 -0.0896 0.1194
H -1.550 -0.461 5.449 0.2291 -0.1584 0.0386
H -1.612 -2.484 3.517 -0.0196 -0.0945 0.0793
H -2.965 -2.134 4.582 -0.0567 -0.0209 -0.0023
H -2.907 -1.435 2.951 -0.0751 -0.0377 0.0000
H -0.453 1.627 4.593 0.0736 -0.1853 0.2477
H 1.234 1.124 4.324 -0.0616 0.0129 0.1788
H 0.401 2.894 2.737 0.0626 0.0309 -0.0658
H 1.003 1.436 1.935 -0.0148 0.0048 -0.0830
H -0.750 1.704 2.098 -0.0237 -0.0165 -0.0541
H 4.349 -1.126 -1.911 -0.0092 -0.0714 -0.0219
H 3.389 -1.397 -3.382 0.0454 -0.0474 -0.0104
H 3.420 0.189 -2.609 -0.0211 -0.0076 -0.0274
C 3.998 3.479 5.350 -0.0040 0.0999 0.0341
N 3.198 3.439 4.096 -0.0131 0.0075 -0.0164
O 2.709 4.470 3.694 -0.0259 0.0582 -0.0061
O 3.082 2.358 3.549 0.1704 -0.0544 0.0068
H 4.006 4.499 5.713 -0.0116 0.0125 -0.0129
H 3.522 2.805 6.056 0.0206 -0.0463 -0.0154
H 4.996 3.130 5.107 -0.0061 -0.0542 0.0037
C 0.331 0.377 -6.879 -0.0919 0.0171 0.0861
N -0.068 0.475 -8.311 0.0039 -0.0220 0.0191
O -1.154 0.952 -8.562 -0.0574 0.0546 0.0292
O 0.731 0.068 -9.122 0.0585 0.0116 -0.0525
H -0.477 0.778 -6.276 -0.0142 0.0155 -0.0275
H 0.510 -0.675 -6.674 0.0581 -0.0050 -0.0364
H 1.245 0.951 -6.756 0.0367 -0.0337 -0.0342
C -0.760 2.990 -11.175 -0.1003 -0.0360 0.0540
N -0.904 3.096 -12.654 0.0204 0.0050 0.0307
O -1.984 2.834 -13.137 -0.0568 -0.0139 -0.0168
O 0.080 3.440 -13.272 0.0550 0.0181 -0.0281
H -1.708 2.673 -10.759 -0.0152 -0.0157 -0.0245
H 0.019 2.260 -10.979 0.0357 0.0187 -0.0132
H -0.468 3.971 -10.812 0.0588 -0.0021 -0.0156
C -3.284 3.909 2.130 -0.0817 -0.0497 -0.0588
N -3.052 3.064 3.332 0.0166 -0.0180 0.0789
O -3.519 1.942 3.345 -0.1082 0.0879 -0.1825
O -2.399 3.552 4.227 0.0849 0.0308 0.0195
H -3.876 3.340 1.424 -0.0150 -0.0146 0.0112
H -3.803 4.803 2.461 0.0399 0.0331 0.0119
H -2.308 4.167 1.728 0.0162 0.0442 0.0381
C 1.054 -4.310 9.477 -0.0532 0.0674 0.0546
N 0.358 -4.309 8.160 0.0022 -0.0271 0.0894
O -0.647 -3.642 8.050 -0.0416 0.0006 0.0162
O 0.851 -4.984 7.280 0.0224 -0.0444 -0.0276
H 0.501 -3.669 10.152 -0.0180 0.0072 -0.0090
H 1.076 -5.337 9.829 0.0479 -0.0204 -0.0292
H 2.062 -3.944 9.310 0.0262 -0.0516 -0.0186
```
Forces are in eV/Å.

Computed properties:
**E**: -91105.08725 eV
**Net charge**: +1
**E_HOMO**: -0.3784 Ha